Formula: C43H114N14O7P4
Source: OMol25
Level of theory: ωB97M-V/def2-TZVPD

```
! RIJCOSX wB97M-V def2-TZVPD def2/J DEFGRID3
* xyz 0 1
O 0.0444 -4.1803 1.2796
P -0.6817 -5.4851 1.4640
N -2.3187 -5.6063 0.9562
C -2.5534 -5.3935 -0.5092
C -3.3038 -4.8108 1.6760
N -0.6763 -5.8591 3.0642
C -1.3396 -7.0692 3.5027
C -0.3007 -4.8910 4.1170
N 0.0031 -6.6134 0.5479
C 1.3251 -6.4144 -0.0984
C -0.5974 -7.8641 0.0600
H -2.3812 -4.3314 -0.7772
H -3.5867 -5.6980 -0.6715
H -1.9532 -6.1168 -1.1297
H -2.9980 -4.7405 2.7502
H -4.2199 -5.3931 1.7402
H -3.4798 -3.8160 1.3060
H -0.6419 -7.7454 3.9953
H -2.0946 -6.9254 4.2497
H -1.8169 -7.4622 2.6377
H 0.2310 -5.4194 4.9225
H 0.3710 -4.1280 3.7807
H -1.1799 -4.4449 4.5831
H 1.8182 -7.4087 -0.1016
H 1.2473 -6.0771 -1.1580
H 1.9075 -5.6352 0.4530
H 0.1793 -8.6697 0.0631
H -0.9466 -7.7340 -0.9983
H -1.4983 -8.1822 0.6330
O -3.6403 -1.1292 -5.0737
P -2.4126 -1.9415 -5.4501
N -2.6786 -2.9412 -6.7440
C -3.7845 -2.9200 -7.6539
C -1.6170 -3.8153 -7.2306
N -1.6859 -2.9161 -4.2658
C -1.1483 -2.4050 -2.9909
C -2.4413 -4.1435 -3.8906
N -1.1322 -0.9297 -5.6479
C -1.4532 0.3926 -6.1843
C 0.2643 -1.2238 -5.8167
H -4.1399 -3.9538 -7.6913
H -3.5489 -2.6167 -8.6845
H -4.5866 -2.3150 -7.2210
H -1.1654 -3.3846 -8.1495
H -2.0547 -4.8032 -7.4931
H -0.8346 -3.8858 -6.4739
H -0.4302 -1.5768 -3.1197
H -1.9541 -1.9558 -2.4186
H -0.7147 -3.2379 -2.4079
H -2.9455 -4.5562 -4.7422
H -1.7194 -4.8371 -3.4819
H -3.1575 -3.9480 -3.0910
H -1.5567 0.4770 -7.2768
H -2.3382 0.7586 -5.6156
H -0.6991 1.0982 -5.8316
H 0.4664 -1.3976 -6.8669
H 0.5846 -2.1160 -5.2690
H 0.8064 -0.3666 -5.4448
O 5.8626 -0.3981 -1.6429
P 5.1439 -1.6410 -1.2961
N 6.1882 -2.8003 -0.8441
C 7.6084 -2.7295 -1.0766
C 5.9014 -4.1248 -0.4038
N 4.2371 -2.3696 -2.5876
C 5.0107 -3.1003 -3.6166
C 3.3716 -1.3479 -3.2958
N 4.0222 -1.4179 -0.0865
C 4.0959 -0.1717 0.7600
C 2.8754 -2.2150 0.2123
H 7.9315 -1.7625 -1.4910
H 7.9334 -3.4830 -1.8091
H 8.1672 -2.9451 -0.1599
H 6.2882 -4.8926 -1.0897
H 4.8287 -4.2679 -0.3406
H 6.3040 -4.2014 0.6100
H 4.3717 -3.3780 -4.4491
H 5.9298 -2.5965 -3.9978
H 5.2742 -4.0841 -3.2295
H 2.7586 -1.9520 -4.0090
H 2.6701 -0.9675 -2.5076
H 3.8890 -0.5674 -3.8451
H 4.4681 0.7087 0.2423
H 3.0864 -0.0381 1.1870
H 4.7217 -0.3460 1.6447
H 2.0145 -1.5776 0.2679
H 2.9906 -2.8793 1.0658
H 2.6123 -2.9167 -0.5751
O -0.6847 3.6657 -4.8070
P -0.6704 3.3407 -3.3718
N 0.3089 2.0937 -3.0281
C 0.3247 1.4171 -1.7535
C 1.4793 1.9201 -3.8610
N -2.0561 2.7203 -2.6807
C -3.2865 3.5205 -2.4685
C -2.4459 1.3169 -2.8337
N -0.3196 4.7677 -2.4591
C -0.1427 6.0788 -2.9846
C -0.2699 4.6319 -1.0143
H -0.4483 1.8313 -1.0674
H 1.2977 1.4140 -1.2305
H 0.0722 0.3568 -1.8389
H 1.8697 0.9314 -3.7026
H 2.2688 2.6464 -3.6236
H 1.2275 2.0285 -4.9053
H -3.7730 3.1762 -1.5430
H -2.9471 4.5521 -2.3040
H -4.0467 3.3600 -3.2392
H -3.3601 1.3229 -3.3998
H -1.6898 0.7283 -3.3714
H -2.7246 0.9138 -1.8486
H -0.4700 6.0148 -4.0163
H -0.7838 6.8186 -2.4340
H 0.9256 6.4583 -2.9202
H 0.6959 4.8360 -0.5536
H -0.6252 3.6142 -0.8094
H -0.8411 5.3982 -0.5566
C -2.4034 4.5773 2.4723
C -3.1458 3.2371 2.8899
C -2.2480 2.2945 3.8762
C -2.0061 2.9742 5.2055
C -3.4042 3.0280 5.8624
C -4.3727 3.9788 5.1212
N -4.3811 3.4762 3.6523
O -5.1659 4.3287 2.7975
C -5.8354 3.6806 5.5427
C -4.0582 5.4541 5.3132
C -3.5540 2.5676 1.5994
H -3.1987 5.1075 1.9296
H -1.9921 5.2283 3.2709
H -1.6057 4.2934 1.7484
H -2.7497 1.3361 3.9909
H -1.2941 2.1637 3.3558
H -1.2805 2.3977 5.7759
H -1.6488 4.0065 5.2258
H -3.4135 3.4962 6.8442
H -3.8882 2.0408 5.9693
H -6.6950 4.1551 5.0097
H -5.9450 3.8948 6.6225
H -5.9196 2.6098 5.3433
H -4.3347 5.8014 6.3193
H -4.4516 6.0388 4.4953
H -2.9566 5.6054 5.3021
H -2.6489 2.2913 1.1109
H -4.1019 1.6731 1.8980
H -4.1898 3.1735 0.9489
H -6.1001 4.1647 3.0285
C 3.9537 6.0505 2.9098
C 2.8621 5.0133 3.1649
C 2.0557 4.6050 1.8337
C 1.1748 3.4474 2.1372
C 2.0266 2.2300 2.3964
C 2.8514 2.4385 3.7044
N 3.4596 3.7623 3.6756
O 4.0386 3.9599 4.9651
C 1.8754 2.2910 4.9045
C 3.9236 1.3713 3.7354
C 1.7834 5.6602 4.0904
H 4.5352 6.2489 3.8043
H 3.4503 7.0091 2.6056
H 4.6041 5.7576 2.0936
H 1.5132 5.4930 1.5019
H 2.7797 4.3701 1.0299
H 0.4696 3.1764 1.3212
H 0.5519 3.7075 2.9758
H 2.7116 2.0863 1.5245
H 1.4600 1.2975 2.4656
H 2.5380 2.2777 5.7769
H 1.2594 3.2289 4.9549
H 1.2939 1.3685 4.9130
H 4.5939 1.6261 2.8969
H 4.4943 1.4372 4.6634
H 3.4208 0.3817 3.6324
H 1.0891 4.9145 4.4875
H 1.2556 6.4794 3.6344
H 2.3528 6.0123 4.9739
H 3.3186 4.1238 5.6024
C -0.9080 -0.9716 1.1507
O -0.7451 -1.8189 0.0268
H -1.9254 -0.5835 1.2061
H -0.6687 -1.4543 2.1151
H -0.2603 -0.1064 1.0600
H -0.4828 -2.6732 0.4241
*
```

Properties
Highest occupied orbital energy: -8.2 eV
Electronic energy: -4365.49258 hartree
Frontier orbital gap: 8.551 eV
SMILES: CN(C)P(=O)(N(C)C)N(C)C.CN(C)P(=O)(N(C)C)N(C)C.CN(C)P(=O)(N(C)C)N(C)C.CN(C)P(=O)(N(C)C)N(C)C.CC1(C)CCCC(C)(C)N1O.CC1(C)CCCC(C)(C)N1O.CO